The following is a quantum chemistry calculation of a molecular structure, C45H50N4NiOPS6Si, from OMol25.

Properties
Expectation value of S² ... 2.061
E ... -178705.430 eV

Structure (ORCA input):
```
! wB97M-V def2-TZVPD RIJCOSX def2/J DEFGRID3
* xyz -1 3
Ni 0.13047 -0.23942 -0.24137
C -4.96582 3.81520 1.63774
C -4.12133 4.69136 0.73477
C -4.40262 6.06258 0.52778
C -3.56530 6.86918 -0.20606
C -2.37931 6.35090 -0.69391
C -2.05273 5.00077 -0.52524
C -2.94165 4.18097 0.15864
N -2.70014 2.78946 0.03540
C -1.49564 2.21160 -0.16625
N -0.48063 2.74475 0.55898
C 0.90858 2.55612 0.38266
C 1.43327 1.37413 -0.20952
C 2.79996 1.36281 -0.31942
C 3.63572 2.46187 0.03191
C 3.09397 3.61949 0.55862
C 1.69234 3.64763 0.77594
C 1.12991 4.92718 1.32215
N -1.20521 1.16554 -0.93324
C -1.92831 1.04558 -2.19727
C -3.26039 0.62341 -2.20006
C -4.07015 0.81106 -3.34750
C -3.55902 1.52371 -4.43767
C -2.19900 1.81260 -4.52751
C -1.35333 1.60921 -3.40271
C 0.05468 2.03870 -3.51514
H -5.58697 4.44858 2.27570
H -4.36055 3.22083 2.28941
H -5.62650 3.06765 1.11978
H -5.34954 6.50144 0.92735
H -3.73881 7.95093 -0.35532
H -1.67692 6.99293 -1.23359
H -1.15161 4.55196 -0.92934
H -3.57636 2.23074 -0.04964
H -0.81394 3.37729 1.29479
H 3.35231 0.49196 -0.68624
H 4.69691 2.31510 -0.12708
H 3.70656 4.41687 0.93686
H 1.84437 5.48567 1.91358
H 0.28329 4.80769 2.02701
H 0.73135 5.52191 0.45437
H -3.60266 0.14231 -1.30043
H -5.06213 0.37718 -3.32786
H -4.25835 1.76181 -5.25809
H -1.74423 2.22447 -5.41194
H 0.52448 1.52685 -4.34645
H 0.69113 1.76165 -2.61193
H 0.10487 3.10660 -3.75852
S 3.03267 -3.87785 -0.93168
C 3.03811 -2.89448 -2.34339
C 2.19938 -1.80736 -2.20026
N 1.58469 -1.66181 -0.95542
C 1.87199 -2.74252 -0.25491
H 3.67958 -3.12052 -3.18597
H 1.92702 -1.15817 -3.00614
H 1.50477 -2.77711 0.77801
C -2.76735 -1.48325 1.12503
P -1.42148 -2.14522 0.06057
C -2.36927 -2.70634 -1.33556
C -3.43334 -3.59803 -1.12560
C -4.01650 -4.24353 -2.22885
C -3.68943 -3.85631 -3.51112
C -2.67039 -2.92011 -3.70605
C -1.96112 -2.36037 -2.62996
C -1.03296 -3.63884 0.97794
C -0.95386 -3.56934 2.38701
C -0.58159 -4.71265 3.10200
C -0.56995 -5.96656 2.48319
C -0.72465 -6.04242 1.08318
C -0.90063 -4.90575 0.34100
H -3.47397 -2.24302 1.52509
H -3.26586 -0.76221 0.45437
H -2.25199 -0.95635 1.91678
H -3.78923 -3.79841 -0.10623
H -4.86247 -4.94497 -2.02930
H -4.18655 -4.32351 -4.33885
H -2.53178 -2.54140 -4.73103
H -1.08246 -1.76880 -2.76710
H -1.08769 -2.62990 2.88977
H -0.22764 -4.66762 4.10870
H -0.46439 -6.86279 3.07624
H -0.68388 -6.98783 0.56912
H -0.95140 -4.95502 -0.71946
C 2.56410 -1.01956 3.18607
Si 0.86114 -0.09426 3.09814
C -0.20952 -0.60335 4.63470
C 1.32162 1.69647 3.44783
O 0.09763 -0.42145 1.73572
H 2.92507 -0.72227 4.18185
H 3.33952 -0.80646 2.51465
H 2.39595 -2.09515 3.22755
H -1.28410 -0.80088 4.41942
H -0.15901 0.25969 5.33951
H 0.12062 -1.44453 5.20312
H 1.64491 1.71165 4.50057
H 0.48691 2.37775 3.25019
H 2.13948 1.92521 2.79051
C 7.33484 -4.37230 1.70396
S 6.65779 -2.65245 1.82802
C 6.81471 -2.10030 0.21022
C 6.55929 -0.72993 -0.16481
S 6.41426 0.62813 0.76017
S 6.32622 -0.56589 -1.89008
C 6.81362 -2.14013 -2.43928
S 6.75140 -2.35947 -4.06062
S 7.28675 -3.16413 -1.08597
H 7.70186 -4.56575 2.70142
H 8.12308 -4.56922 0.97156
H 6.50040 -5.07988 1.52028
*
```

Atom charges from the Löwdin analysis, given in e for atoms 1 to 99: 0.114, -0.055, -0.202, -0.066, -0.126, -0.088, -0.019, -0.198, 0.141, -0.377, 0.130, -0.240, -0.124, -0.141, -0.138, -0.080, -0.257, -0.065, 0.072, -0.192, -0.064, -0.094, -0.121, -0.059, -0.206, -0.061, 0.071, 0.066, 0.091, 0.118, 0.105, 0.104, 0.117, 0.159, 0.130, 0.059, 0.007, 0.087, 0.066, 0.068, 0.086, 0.076, 0.090, 0.094, 0.099, 0.068, 0.078, 0.081, 0.956, -0.430, -0.212, -0.042, -0.449, 0.044, 0.100, 0.072, -0.228, 1.002, -0.393, -0.095, -0.101, -0.111, -0.078, -0.081, -0.348, -0.075, -0.082, -0.095, -0.101, -0.101, 0.053, 0.020, 0.012, 0.106, 0.107, 0.089, 0.105, 0.080, 0.069, 0.090, 0.087, 0.092, 0.095, -0.163, 0.268, -0.183, -0.172, -0.435, 0.014, -0.018, 0.004, 0.015, 0.014, -0.012, 0.026, 0.021, 0.010, -0.381, 0.900


The following is a quantum chemistry calculation of C16H19NO2 in the gas phase, from OMol25.

Properties
E ... -22485.099 eV
SMILES ... O[C@@H](CNC[C@H](O)c1ccccc1)c1ccccc1

Structure (ORCA input):
```
! wB97M-V def2-TZVPD RIJCOSX def2/J DEFGRID3
* xyz 0 1
O -3.62124 2.08586 -0.28875
C -2.56396 1.15039 -0.23558
C -2.28871 0.57641 -1.64254
N -1.08217 -0.22883 -1.67544
C -1.20357 -1.50155 -0.98978
C 0.03486 -2.39559 -1.20097
O -0.32031 -3.75107 -1.04197
C 1.19452 -1.98433 -0.31416
C 1.93221 -2.94030 0.37156
C 2.99103 -2.56509 1.18038
C 3.32810 -1.22958 1.30689
C 2.60363 -0.27282 0.61555
C 1.54311 -0.64455 -0.19010
C -1.30799 1.74351 0.36183
C -0.66449 2.80513 -0.26268
C 0.47424 3.36214 0.29024
C 0.98353 2.86642 1.47793
C 0.34892 1.81050 2.10815
C -0.79020 1.25536 1.55331
H -3.31143 2.87414 -0.74974
H -2.93975 0.35604 0.41651
H -3.18607 0.02042 -1.96557
H -2.14508 1.41219 -2.33360
H -0.83036 -0.40415 -2.64447
H -1.32361 -1.30304 0.07925
H -2.08499 -2.07148 -1.33707
H 0.34997 -2.31747 -2.25048
H -0.59813 -3.88621 -0.12840
H 1.68811 -3.98695 0.25955
H 3.55462 -3.32040 1.70878
H 4.15511 -0.93611 1.93688
H 2.86368 0.77157 0.70290
H 0.97243 0.10119 -0.72011
H -1.04784 3.20352 -1.19233
H 0.96463 4.18625 -0.20745
H 1.87085 3.30427 1.91140
H 0.74132 1.41768 3.03444
H -1.28498 0.43653 2.05562
*
```

Electronic structure analysis, Löwdin charges in units of e: -0.012, -0.344, -0.171, -0.066, -0.168, -0.327, -0.031, -0.166, -0.037, -0.086, -0.092, -0.083, -0.034, -0.187, -0.039, -0.076, -0.101, -0.088, -0.038, 0.088, 0.142, 0.125, 0.120, 0.122, 0.120, 0.129, 0.157, 0.100, 0.109, 0.100, 0.099, 0.095, 0.098, 0.112, 0.103, 0.103, 0.108, 0.114


The following is a quantum chemistry calculation of C15H14ClN3OS in the gas phase, from OMol25.

Properties
E ... -45655.844 eV

Structure (ORCA input):
```
! wB97M-V def2-TZVPD RIJCOSX def2/J DEFGRID3
* xyz 0 1
O 0.48787 2.84895 -2.25621
Cl 4.02770 3.01339 3.33905
N -1.16693 -0.03947 -0.66060
C -0.98915 1.11144 -1.24905
C -4.46957 -1.76566 -1.73922
C -4.91743 -0.78274 -2.61274
C -3.23928 -1.58259 -0.92912
C -4.26505 0.43136 -2.73447
C 3.16928 0.44019 3.07091
C 2.68814 1.86257 1.37317
C 3.27276 1.69756 2.58572
C -2.43284 -0.43638 -1.10621
C 2.03925 -0.43170 1.10608
C -3.01807 0.53284 -1.97068
C 2.54576 -0.64304 2.39252
C 2.11846 0.83714 0.58862
N 1.52105 -1.56404 0.39907
N -2.06154 1.46249 -2.09971
S 0.37468 2.26067 -0.90515
C 2.48784 -2.06352 3.03008
C 1.85848 1.13768 -0.87990
H -5.00333 -2.71225 -1.72176
H -5.85777 -0.94041 -3.14026
H -2.77067 -2.23280 -0.28116
H -4.54025 1.35850 -3.26259
H 3.74675 0.10325 3.93693
H 2.69110 2.86214 0.90145
H 0.69828 -1.31613 -0.15792
H 1.34894 -2.32869 1.04639
H -2.11391 2.30795 -2.73771
H 3.50591 -2.55665 2.94366
H 1.92787 -2.75846 2.51580
H 2.06509 -2.04959 4.02986
H 1.61285 0.29642 -1.42685
H 2.65775 1.63958 -1.38802
*
```

Electronic structure analysis, Löwdin charges in units of e: -0.549, 0.716, 0.127, -0.428, -0.068, -0.134, 0.026, -0.004, -0.069, -0.097, -0.737, -0.228, -0.238, -0.205, -0.161, -0.230, 0.110, 0.108, 1.014, -0.027, -0.218, 0.091, 0.104, 0.071, 0.110, 0.122, 0.119, 0.056, 0.057, 0.192, 0.113, 0.013, 0.083, 0.060, 0.102


The following is a quantum chemistry calculation of C25H28N4O5 in the gas phase, from OMol25.

Properties
E ... -42579.914 eV
SMILES ... CCOC(=O)N1CCN(C(=O)c2cccc(N3C(=O)N[C@@H]4C[C@@]3(C)Oc3ccccc34)c2)CC1

Structure (ORCA input):
```
! wB97M-V def2-TZVPD RIJCOSX def2/J DEFGRID3
* xyz 0 1
C -5.95393 -3.58149 0.16807
C -4.96720 -2.71384 -0.59951
O -4.34832 -1.74393 0.24281
C -5.07431 -0.62613 0.47829
O -6.17220 -0.42376 0.01813
N -4.44298 0.22256 1.32805
C -3.06813 0.05755 1.75776
C -2.29127 1.35293 1.45177
N -2.87565 1.97307 0.28255
C -2.58232 1.61234 -0.99670
O -3.25361 1.96660 -1.94698
C -1.35732 0.77129 -1.16546
C -1.48130 -0.49858 -1.71389
C -0.36024 -1.29558 -1.86637
C 0.88181 -0.84407 -1.45624
C 1.00770 0.43520 -0.92959
N 2.25440 0.91543 -0.44167
C 2.28515 1.22736 0.90191
O 1.29014 1.19554 1.60121
N 3.48769 1.62856 1.40345
C 4.73457 1.44048 0.68858
C 4.47189 1.84200 -0.75604
C 3.42820 0.86320 -1.29601
C 3.05017 1.20926 -2.73573
O 3.96329 -0.45816 -1.33258
C 4.74383 -0.86258 -0.29073
C 5.13207 -2.19960 -0.27739
C 5.92829 -2.67859 0.74325
C 6.34911 -1.83348 1.75802
C 5.97324 -0.50360 1.73904
C 5.17548 -0.00464 0.71982
C -0.10622 1.25170 -0.80803
C -4.19062 2.52466 0.55152
C -4.96403 1.56346 1.48153
H -6.77336 -2.96796 0.53353
H -6.35298 -4.34861 -0.48946
H -5.46055 -4.05589 1.01321
H -5.47876 -2.19913 -1.41946
H -4.13948 -3.31007 -0.99074
H -2.63329 -0.78328 1.21806
H -3.04043 -0.15996 2.83179
H -2.38846 2.06409 2.27647
H -1.23221 1.13961 1.31545
H -2.45625 -0.85634 -2.00791
H -0.45607 -2.28547 -2.28722
H 1.75229 -1.47648 -1.54119
H 3.51479 1.68405 2.40972
H 5.49190 2.08059 1.15327
H 4.08463 2.85901 -0.80864
H 5.38300 1.76656 -1.34970
H 3.95343 1.28314 -3.33489
H 2.41630 0.43450 -3.15525
H 2.51905 2.15629 -2.76038
H 4.79648 -2.84150 -1.07639
H 6.22106 -3.71747 0.74794
H 6.96932 -2.20878 2.55709
H 6.30401 0.16663 2.51971
H 0.00258 2.25009 -0.41342
H -4.09270 3.51218 1.01389
H -4.69604 2.62817 -0.41103
H -6.02256 1.54669 1.22266
H -4.85315 1.85414 2.53003
*
```

Electronic structure analysis, Löwdin charges in units of e: -0.062, -0.225, -0.021, -0.536, 0.097, -0.032, -0.091, -0.105, -0.041, -0.415, 0.082, -0.127, -0.011, -0.051, -0.002, -0.200, 0.104, -0.486, 0.069, 0.138, -0.236, -0.030, -0.452, 0.029, 0.028, -0.197, 0.004, -0.080, -0.090, -0.033, -0.110, 0.039, -0.097, -0.102, 0.074, 0.076, 0.077, 0.123, 0.121, 0.121, 0.128, 0.130, 0.100, 0.118, 0.106, 0.116, 0.153, 0.156, 0.141, 0.143, 0.095, 0.086, 0.102, 0.119, 0.105, 0.101, 0.114, 0.141, 0.125, 0.121, 0.124, 0.124


In kcal/mol, the ΔE to the lowest compared entry with this formula, charge and spin values for the records above are, in order, 5.3 27.8 51.9 0.0.